one) Density functional theory data (ωB97M-V/def2-TZVPD) for the molecule C3H6ClNO2.

```
! RIJCOSX wB97M-V def2-TZVPD def2/J DEFGRID3
* xyz 0 1
O -2.15 0.42 -2.13
C -1.05 0.44 -1.65
O -0.01 0.94 -2.26
C -0.72 -0.29 -0.28
N 0.32 0.41 0.45
C 0.99 -0.43 1.43
Cl 2.50 0.41 1.89
H 0.69 1.00 -1.66
H -0.26 -1.36 -0.46
H -1.75 -0.41 0.33
H -0.18 1.02 1.04
H 0.48 -0.64 2.34
H 1.13 -1.50 0.95
*
```

Its SMILES is O=C(O)CNCCl. The frontier orbital gap comes out at 10.9 eV.

Atomic partial charges in e from the Mulliken method, atoms 1 to 6: number 1, O, carries -0.540; number 2, C, carries 0.460; number 3, O, carries -0.446; number 4, C, carries -0.251; number 5, N, carries -0.327; number 6, C, carries -0.372

two) Density functional theory data (ωB97M-V/def2-TZVPD) for the molecule C3H6ClNO2.

```
! RIJCOSX wB97M-V def2-TZVPD def2/J DEFGRID3
* xyz 0 1
C 0.47 0.48 1.60
C 0.27 0.37 0.14
C 0.44 1.67 -0.54
Cl 1.44 -0.83 -0.50
N -1.19 -0.23 -0.10
O -1.89 0.41 -0.70
O -1.40 -1.31 0.42
H 0.25 -0.45 2.37
H 1.47 0.87 1.86
H -0.12 1.40 2.18
H 1.59 2.04 -0.41
H 0.34 1.50 -1.40
H -0.42 2.45 -0.33
*
```

Its SMILES is CC(C)(Cl)[N+](=O)[O-]. The frontier orbital gap comes out at 11.5 eV.

Atomic partial charges in e from the Mulliken method, atoms 1 to 6: number 1, C, carries -1.213; number 2, C, carries 0.830; number 3, C, carries -1.442; number 4, Cl, carries -0.177; number 5, N, carries 0.962; number 6, O, carries -0.554

three) Density functional theory data (ωB97M-V/def2-TZVPD) for a cluster of 2 separate species, C3H6ClNO2 in total.

```
! RIJCOSX wB97M-V def2-TZVPD def2/J DEFGRID3
* xyz 0 1
C 0.27 0.55 1.55
C -1.05 0.60 -1.54
C 0.94 -0.01 0.28
N 0.59 -1.25 -0.07
O 1.31 -1.76 -0.97
O -0.38 -1.82 0.38
Cl -1.72 -0.95 -1.44
H 1.02 0.33 2.28
H 0.20 1.71 1.68
H -0.82 0.20 1.57
H -0.50 0.66 -2.44
H -1.63 1.35 -0.96
H 1.79 0.40 -0.33
*
```

The frontier orbital gap (alpha / beta) comes out at 7.1 / 8.5 eV.

Atomic partial charges in e from the Mulliken method, atoms 1 to 6: number 1, C, carries -0.968; number 2, C, carries -0.505; number 3, C, carries -0.252; number 4, N, carries 0.950; number 5, O, carries -0.646; number 6, O, carries -0.577

four) Density functional theory data (ωB97M-V/def2-TZVPD) for the molecule C3H6ClNO2.

```
! RIJCOSX wB97M-V def2-TZVPD def2/J DEFGRID3
* xyz 0 1
C 1.78 1.18 1.09
C 1.18 0.03 0.43
N -0.11 -0.02 0.32
O -0.95 0.73 0.79
O -0.66 -1.28 -0.35
C -1.88 -1.23 -1.00
Cl -1.61 -0.73 -2.81
H 1.81 2.03 0.40
H 1.19 1.59 1.88
H 2.77 0.95 1.46
H 1.53 -0.63 -0.32
H -2.60 -0.47 -0.77
H -2.46 -2.15 -1.13
*
```

Its SMILES is C/C=[N+](\[O-])OCCl. The frontier orbital gap comes out at 10.1 eV.

Atomic partial charges in e from the Mulliken method, atoms 1 to 6: number 1, C, carries -1.075; number 2, C, carries -0.092; number 3, N, carries 0.614; number 4, O, carries -0.637; number 5, O, carries -0.318; number 6, C, carries -0.169

Stability, lowest: three)

one) Density functional theory data (ωB97M-V/def2-TZVPD) for the molecule C3H6N3P.

```
! RIJCOSX wB97M-V def2-TZVPD def2/J DEFGRID3
* xyz 0 1
N -0.07 1.79 0.01
C 0.48 0.48 0.14
C 1.78 0.03 0.02
N 1.77 -1.30 -0.02
C 0.56 -1.72 0.11
N -0.34 -0.59 0.24
P -2.35 0.04 0.05
H 0.75 2.40 0.02
H -0.74 1.94 0.77
H 2.59 0.76 0.17
H 0.22 -2.68 -0.13
H -2.72 -1.20 -0.15
H -1.93 0.06 -1.23
*
```

Its SMILES is Nc1cncn1P. The frontier orbital gap comes out at 7.1 eV.

Atomic partial charges in e from the Mulliken method, atoms 1 to 6: number 1, N, carries -0.598; number 2, C, carries 0.589; number 3, C, carries -0.250; number 4, N, carries -0.571; number 5, C, carries -0.357; number 6, N, carries -0.287

two) Density functional theory data (ωB97M-V/def2-TZVPD) for the molecule C3H6N3P.

```
! RIJCOSX wB97M-V def2-TZVPD def2/J DEFGRID3
* xyz 0 1
C 0.85 -1.26 -0.38
C -1.90 -1.76 0.49
C 1.80 -0.35 0.19
N 1.33 0.96 0.23
N 0.07 1.05 0.37
N -0.41 2.27 0.09
P -0.83 -0.77 -0.15
H 0.92 -2.36 -0.32
H -2.03 -2.65 0.95
H 2.86 -0.28 0.29
H -0.11 2.72 -0.72
H -1.33 2.59 0.36
H -1.21 -0.14 -1.40
*
```

The frontier orbital gap (alpha / beta) comes out at 5.8 / 5.8 eV.

Atomic partial charges in e from the Mulliken method, atoms 1 to 6: number 1, C, carries -0.371; number 2, C, carries -0.672; number 3, C, carries -0.168; number 4, N, carries -0.582; number 5, N, carries 0.534; number 6, N, carries -0.483

three) Density functional theory data (ωB97M-V/def2-TZVPD) for a structure of composition C3H6N3P.

```
! RIJCOSX wB97M-V def2-TZVPD def2/J DEFGRID3
* xyz 0 1
C 1.23 -0.30 1.71
C 0.27 0.78 1.95
C 1.04 -0.79 0.44
N -0.55 1.04 0.99
N 0.04 -0.26 -0.19
N -1.60 0.60 -1.82
P -1.24 -0.90 -1.18
H 1.98 -0.58 2.37
H 0.42 1.41 2.75
H 1.42 -1.62 -0.10
H -2.19 1.11 -1.21
H -1.88 0.56 -2.78
H -0.31 -1.12 -2.18
*
```

The frontier orbital gap comes out at 8.9 eV.

Atomic partial charges in e from the Mulliken method, atoms 1 to 6: number 1, C, carries -0.769; number 2, C, carries -0.115; number 3, C, carries -0.022; number 4, N, carries -0.438; number 5, N, carries -0.030; number 6, N, carries -0.477

Stability, lowest: two)